{"formula": "C10H10ClN2O2RuSSbSe4", "method": "wB97M-V/def2-TZVPD", "charge": -1, "homo_lumo_gap_ev": [6.196, 5.912], "energy_ev": -311475.2862, "multiplicity": 2, "homo_energy_ev": [-4.441, -4.439], "de_lowest_kcal_mol": 4.5, "max_force_ev_per_a": 0.23, "species": ["Ru", "Se", "Sb", "Se", "Se", "Se", "Cl", "C", "C", "C", "C", "O", "C", "C", "O", "C", "H", "H", "H", "H", "S", "C", "N", "C", "C", "N", "H", "H", "H", "H", "H", "H"], "xyz": [[-1.2505, -0.4851, -0.5862], [-3.0102, -2.9412, 3.2596], [-3.9393, -1.7376, 1.3486], [-2.8158, 0.5180, 1.0618], [-2.6549, -2.3652, -0.7761], [-6.3132, -1.7815, 1.0963], [4.4635, 1.2124, -4.9688], [3.0921, 0.5512, -4.1160], [2.6559, -0.7579, -4.4295], [1.5912, -1.3029, -3.7871], [0.8689, -0.5955, -2.7635], [-0.1131, -1.1789, -2.2175], [1.3296, 0.7339, -2.4690], [0.7252, 1.6033, -1.5271], [-0.2380, 1.3991, -0.7618], [2.4444, 1.2728, -3.1702], [3.1843, -1.3195, -5.1893], [1.2480, -2.3026, -4.0167], [1.1764, 2.6051, -1.4734], [2.7736, 2.2780, -2.9358], [0.2653, -1.3390, 0.8376], [-0.0344, -0.3590, 2.2503], [0.2482, 0.9503, 2.3239], [-0.4038, 1.5204, 3.5078], [-0.8242, 0.2606, 4.2969], [-0.4871, -0.8338, 3.3838], [0.2553, 1.4536, 1.4468], [-1.2754, 2.1015, 3.2060], [0.2891, 2.1496, 4.0644], [-1.8955, 0.2346, 4.4948], [-0.2800, 0.1505, 5.2344], [-1.0756, -1.6954, 3.3751]]}

=====

{"formula": "C10H10ClNO2Pb", "method": "wB97M-V/def2-TZVPD", "charge": -2, "homo_lumo_gap_ev": 6.563, "energy_ev": -33884.1008, "homo_energy_ev": -0.476, "max_force_ev_per_a": 4.17, "species": ["C", "C", "C", "H", "C", "C", "H", "H", "H", "H", "Pb", "Cl", "C", "C", "C", "H", "C", "C", "H", "H", "H", "H", "O", "N", "O"], "xyz": [[1.0169, 0.3061, -2.3675], [0.5307, 1.5568, -1.8416], [-0.8834, 1.4305, -1.5920], [1.1601, 2.4416, -1.5860], [-1.2740, 0.0995, -1.9692], [-0.1033, -0.6229, -2.4024], [-0.0813, -1.6594, -2.8606], [2.0780, 0.0663, -2.6818], [-1.5296, 2.1932, -1.1854], [-2.2847, -0.3264, -1.8840], [0.8584, -0.5632, 0.0312], [3.3234, -0.3863, 0.2999], [0.2339, -0.2996, 2.5516], [-1.1474, -0.3978, 2.1194], [-1.5395, 0.8645, 1.5980], [-1.7990, -1.2904, 2.2697], [-0.4191, 1.7450, 1.6479], [0.6734, 1.0570, 2.2542], [1.7016, 1.4492, 2.4191], [0.8518, -1.1161, 3.0088], [-2.5347, 1.1015, 1.1942], [-0.3823, 2.7913, 1.2785], [1.0371, -4.5276, -0.1772], [0.7801, -3.2591, -0.2737], [-0.2668, -2.6535, 0.1487]]}

=====

{"formula": "C10H10F3NO2Pd", "method": "wB97M-V/def2-TZVPD", "charge": -2, "homo_lumo_gap_ev": [4.085, 5.248], "energy_ev": -27744.5221, "multiplicity": 3, "homo_energy_ev": [1.842, 0.673], "max_force_ev_per_a": 7.43, "species": ["C", "C", "C", "C", "C", "Pd", "C", "C", "C", "N", "H", "H", "H", "H", "H", "H", "H", "H", "H", "H", "F", "C", "F", "F", "C", "O", "O"], "xyz": [[2.4094, 0.3427, -0.1664], [2.1300, -0.7780, 0.6810], [1.4537, -0.3000, 1.8471], [1.3361, 1.1294, 1.7304], [1.9360, 1.5252, 0.4865], [0.3549, 0.2143, 0.1876], [0.1819, -1.4230, -1.5651], [0.1938, -0.3710, -2.5718], [0.4669, -0.5000, -3.9030], [-0.1623, 0.9020, -1.8943], [1.0728, -0.9065, 2.6622], [2.3386, -1.8202, 0.4551], [0.8411, 1.7830, 2.4397], [1.9584, 2.5355, 0.0873], [2.8857, 0.2989, -1.1423], [1.0094, -2.1315, -1.5446], [0.4054, 1.6609, -2.2868], [-0.8079, -1.7968, -1.2819], [0.6586, -1.4924, -4.2883], [0.4812, 0.3670, -4.5451], [-3.9075, 0.2628, 3.5490], [-3.6198, 0.0774, 2.2368], [-4.1221, -1.1359, 1.8595], [-4.2823, 1.0387, 1.5190], [-2.0810, 0.1580, 1.9175], [-1.3230, 0.5238, 2.8277], [-1.8081, -0.1644, 0.7031]]}

=====

{"formula": "C10H10FN", "method": "wB97M-V/def2-TZVPD", "homo_lumo_gap_ev": [5.261, 5.262], "energy_ev": -14734.1238, "homo_energy_ev": [-7.058, -7.058], "de_lowest_kcal_mol": 104.2, "max_force_ev_per_a": 4.22, "species": ["C", "C", "C", "C", "C", "C", "C", "C", "C", "C", "N", "F", "H", "H", "H", "H", "H", "H", "H", "H", "H", "H"], "xyz": [[-2.9467, 0.3889, 0.4536], [-2.7310, -0.3843, -0.7250], [-1.7414, 1.0100, 0.6705], [-1.4397, -0.1670, -1.1243], [1.7319, -1.5954, 0.1698], [1.8484, -0.9879, -1.1118], [1.5415, -0.8890, 1.3070], [1.7572, 0.3750, -1.2938], [1.2909, 0.5719, 1.3170], [1.4495, 1.1036, -0.1010], [-0.9195, 0.7806, -0.3674], [1.2302, 2.4241, -0.3253], [-3.8977, 0.1957, 1.0406], [-3.5894, -1.0515, -1.2384], [-1.5648, 1.7096, 1.3521], [-1.0541, -0.7142, -2.0056], [1.8936, -2.6175, 0.2641], [2.1152, -1.7109, -2.0035], [1.3015, -1.3416, 2.3427], [1.6512, 0.7870, -2.2890], [0.2105, 0.7578, 1.6135], [1.8626, 1.3553, 2.0543]]}

=====

{"formula": "C10H10FN3OS2", "method": "wB97M-V/def2-TZVPD", "homo_lumo_gap_ev": 8.577, "energy_ev": -41436.9697, "homo_energy_ev": -8.114, "max_force_ev_per_a": 1.80, "species": ["C", "H", "H", "H", "O", "C", "C", "C", "C", "C", "C", "H", "H", "C", "H", "H", "S", "C", "N", "N", "C", "N", "H", "H", "S", "H", "F"], "xyz": [[-4.3701, 1.3477, 1.0419], [-5.0294, 0.5254, 0.7530], [-3.9995, 1.1759, 2.0556], [-4.9271, 2.2830, 1.0152], [-3.3130, 1.5184, 0.1213], [-2.4128, 0.5252, -0.0748], [-2.3808, -0.7339, 0.5260], [-1.3928, -1.6541, 0.2321], [-0.3958, -1.3539, -0.6840], [-0.4094, -0.1036, -1.2935], [-1.3967, 0.8085, -0.9931], [-1.4118, 1.7801, -1.4601], [0.3669, 0.1568, -1.9949], [0.6882, -2.3382, -0.9634], [0.3094, -3.3568, -1.0372], [1.2631, -2.0737, -1.8477], [1.8794, -2.4085, 0.4383], [2.6962, -0.9072, 0.1929], [2.5991, -0.1654, -0.8488], [3.3333, 0.9424, -0.7991], [4.0122, 1.0742, 0.2867], [4.7748, 2.1452, 0.5948], [5.4729, 2.0393, 1.3104], [4.9908, 2.7645, -0.1691], [3.7875, -0.2659, 1.4287], [-1.4137, -2.6074, 0.7384], [-3.3207, -1.1182, 1.4304]]}

=====

{"formula": "C10H10I2O3", "method": "wB97M-V/def2-TZVPD", "homo_lumo_gap_ev": 7.769, "energy_ev": -32872.6501, "homo_energy_ev": -8.474, "max_force_ev_per_a": 4.79, "species": ["C", "C", "C", "C", "C", "C", "I", "C", "C", "I", "C", "O", "O", "C", "O", "H", "H", "H", "H", "H", "H", "H", "H", "H", "H"], "xyz": [[-1.0644, -0.4806, 3.5844], [-1.4549, -0.9021, 2.3700], [-0.4610, -0.7458, 1.1928], [-0.8366, 0.3951, 0.2359], [-0.5419, 0.3836, -1.0736], [0.1522, -0.7471, -1.8063], [-0.5995, -0.6830, -3.8658], [1.7404, -0.6956, -1.8228], [2.3717, 0.1689, -0.6941], [2.5515, -0.1356, -3.7672], [-1.0441, 1.7382, -1.5757], [-0.7476, 2.4040, -2.4723], [-2.0372, 2.1118, -0.6669], [-1.6380, 1.6708, 0.5786], [-1.8856, 2.1364, 1.6042], [-1.2056, -1.1492, 4.4449], [-0.6045, 0.5095, 3.6875], [-2.4255, -1.3749, 2.1704], [-0.3493, -1.6862, 0.6335], [0.5285, -0.5400, 1.6405], [-0.2144, -1.7072, -1.4166], [2.0816, -1.7336, -1.6813], [2.6138, 1.1556, -1.1203], [3.3095, -0.3316, -0.3936], [1.7608, 0.2387, 0.2136]]}

=====

{"formula": "C10H10N2", "method": "wB97M-V/def2-TZVPD", "homo_lumo_gap_ev": 9.699, "energy_ev": -13508.4653, "homo_energy_ev": -8.955, "de_lowest_kcal_mol": 106.8, "max_force_ev_per_a": 10.12, "species": ["C", "C", "C", "C", "C", "C", "C", "C", "C", "C", "H", "H", "H", "H", "H", "H", "H", "H", "H", "H", "N", "N"], "xyz": [[0.1239, 1.0684, -1.1163], [0.3146, 2.2801, -1.7475], [0.3744, 2.3225, -3.1947], [0.2429, 1.2032, -3.7857], [0.1572, -0.0367, -3.1623], [0.0612, 0.0240, 3.0853], [-0.1032, -1.1527, 3.7831], [-0.4123, -2.3370, 3.1534], [-0.6416, -2.2513, 1.8009], [-0.2593, -1.0195, 1.1823], [-0.1781, 0.9281, -0.0357], [0.5786, 3.1094, -1.0682], [0.8541, 3.1373, -3.9965], [0.5079, 0.9136, -4.8926], [-0.0981, -0.8774, -3.7409], [0.0855, 0.9895, 3.8025], [-0.3243, -1.0462, 4.9358], [-0.2444, -3.3458, 3.6274], [-0.8697, -3.0611, 1.1434], [-0.1072, -0.9512, 0.2171], [-0.0108, -0.0436, -1.7687], [-0.0511, 0.1464, 1.7778]]}

=====

{"formula": "C10H10N2", "method": "wB97M-V/def2-TZVPD", "homo_lumo_gap_ev": 9.276, "energy_ev": -13509.3951, "homo_energy_ev": -8.912, "de_lowest_kcal_mol": 85.3, "max_force_ev_per_a": 8.24, "species": ["C", "C", "C", "C", "C", "C", "C", "C", "C", "C", "H", "H", "H", "H", "H", "H", "H", "H", "H", "H", "N", "N"], "xyz": [[-1.2446, -0.5763, -1.2422], [0.1015, -0.3175, -1.2132], [0.9539, -1.3872, -1.5140], [0.4083, -2.5864, -1.8687], [-0.9662, -2.7878, -1.7990], [-0.0985, 0.5264, 2.0894], [0.8258, 1.1798, 2.6825], [1.3641, 2.4142, 2.2011], [0.9291, 2.6507, 0.8723], [-0.1472, 1.8434, 0.4045], [-2.0158, 0.2045, -1.0336], [0.5180, 0.6670, -0.9623], [2.0398, -1.2510, -1.5340], [1.1031, -3.3722, -2.1970], [-1.4063, -3.7739, -1.9599], [-0.2224, -0.5629, 2.4692], [1.0631, 0.6821, 3.7224], [2.2227, 3.0496, 2.6132], [1.4477, 3.4367, 0.1911], [-0.3209, 2.1464, -0.6277], [-1.7963, -1.7741, -1.5286], [-0.6589, 0.7768, 0.9063]]}